# 1
16
Properties=species:S:1:pos:R:3:forces:R:3:lowdin_charge:R:1 method="wB97M-V/def2-TZVPD" de_lowest_ev=4.0004 gap_ev=8.8 e_homo_ev=-8.02 lumo_energy_ev=0.797 energy_ev=-9876.0603
N -2.290971 -1.940124 -0.792564 0.0 0.1 0.1 0.11
C -1.429465 -1.104852 -0.218771 -0.4 -0.1 -0.3 -0.27
O -1.826138 0.114827 -0.185622 0.3 -0.2 0.0 0.01
C 0.557438 -0.802871 0.702083 0.2 0.2 0.1 -0.05
C 0.557810 0.570475 0.807985 0.3 -0.2 0.1 -0.27
C 1.271766 1.412870 -0.203702 -0.5 -0.1 -0.2 -0.30
O 2.585081 1.714610 0.255230 0.2 0.3 -0.1 -0.07
H -3.179747 -1.618698 -1.161550 0.1 0.0 0.0 0.11
H -2.065109 -2.915617 -0.893736 0.0 0.2 0.1 0.10
H 0.327511 -1.415121 1.568196 0.1 0.0 -0.2 0.07
H 1.105982 -1.295957 -0.097865 -0.2 0.0 0.1 0.08
H -0.962938 0.588048 0.245883 -0.3 0.0 0.0 0.07
H 0.415422 1.011710 1.794867 -0.1 0.0 -0.2 0.11
H 1.310295 0.869262 -1.165507 0.0 0.1 0.2 0.12
H 0.724116 2.350205 -0.385607 0.1 -0.1 0.0 0.11
H 2.898946 2.461233 -0.269321 0.1 -0.1 0.1 0.08

***

# 2
16
Properties=species:S:1:pos:R:3:forces:R:3:lowdin_charge:R:1 method="wB97M-V/def2-TZVPD" smiles="CN(C=O)CCO" de_lowest_ev=1.4424 gap_ev=10.1 e_homo_ev=-9.47 lumo_energy_ev=0.656 energy_ev=-9878.6183
C -0.821011 1.432247 1.319407 0.0 -0.2 -0.3 -0.35
N -0.102610 0.456454 0.708599 0.1 0.2 -0.3 -0.15
C 1.253434 0.261060 1.169715 0.3 -0.2 0.9 -0.04
C -0.702008 -0.384505 -0.324159 0.3 0.5 0.6 -0.15
C 0.238636 -0.685236 -1.473737 -0.4 -0.4 -0.6 -0.25
O -0.482532 -1.214842 -2.587567 0.0 0.2 0.0 -0.07
O -0.444845 2.053511 2.287798 0.0 0.1 0.0 0.03
H -1.779827 1.615355 0.801888 -0.1 0.0 0.2 0.13
H 1.766389 -0.539951 0.651155 -0.1 0.0 -0.2 0.08
H 1.268313 0.012144 2.238733 -0.1 0.0 -0.1 0.10
H 1.839737 1.175739 1.089820 -0.1 0.1 -0.2 0.10
H -1.051502 -1.306687 0.153076 -0.1 -0.2 -0.3 0.13
H -1.557891 0.167801 -0.713634 -0.1 -0.1 0.0 0.12
H 0.999203 -1.412487 -1.189671 0.2 0.1 0.1 0.11
H 0.703571 0.225355 -1.853265 0.1 0.0 0.2 0.13
H -1.127057 -1.855957 -2.278158 0.0 -0.1 0.1 0.08

***

# 3
16
Properties=species:S:1:pos:R:3:forces:R:3:lowdin_charge:R:1 method="wB97M-V/def2-TZVPD" smiles="CNCC(=O)OC" de_lowest_ev=3.7778 gap_ev=9.0 e_homo_ev=-8.68 lumo_energy_ev=0.329 energy_ev=-9876.2829
C 0.396134 0.321177 2.470674 0.1 0.0 0.3 -0.13
N -0.207393 0.714708 1.223408 -0.3 0.4 0.3 -0.11
C 0.159620 -0.006888 0.063085 -0.2 -0.2 0.2 -0.20
C 0.661897 0.819765 -1.081947 -0.2 -0.2 0.6 -0.51
O 1.218797 1.890973 -0.973032 -0.4 -0.9 -0.9 0.11
O 0.327312 0.176386 -2.214078 -1.3 -0.9 0.4 -0.03
C -0.866007 -1.053751 -2.131043 0.8 0.7 -1.1 0.07
H 0.191189 -0.740502 2.656881 0.0 0.2 0.0 0.08
H -0.080425 0.889003 3.272537 0.2 -0.1 0.0 0.08
H 1.486958 0.470688 2.520166 -0.1 0.0 0.0 0.08
H -0.168256 1.707564 1.039037 0.2 0.0 0.2 0.11
H -0.698693 -0.464237 -0.420146 0.0 0.2 1.3 0.05
H 0.865076 -0.831723 0.244456 0.0 0.2 0.1 0.15
H -0.252898 -1.780378 -2.626297 -0.2 -0.2 -0.7 0.07
H -1.585805 -0.500525 -2.707538 -0.1 -0.2 -0.6 0.08
H -1.447506 -1.612261 -1.336162 1.3 1.2 -0.2 0.10

***

# 4
16
Properties=species:S:1:pos:R:3:forces:R:3:lowdin_charge:R:1 method="wB97M-V/def2-TZVPD" smiles=C[C@@H]1C[C@@](N)(O)O1 de_lowest_ev=1.3917 gap_ev=10.7 e_homo_ev=-9.80 lumo_energy_ev=0.937 energy_ev=-9878.6690
C 0.649643 1.770347 -1.026580 0.0 0.0 0.0 -0.04
C -0.138056 0.490352 -0.864958 -0.1 0.3 -0.2 -0.36
O 0.704712 -0.642841 -0.545344 0.1 -0.1 0.0 -0.03
C -0.951690 0.278087 0.414961 -0.1 0.1 0.1 -0.02
C -0.186199 -1.048601 0.528863 0.0 0.1 0.2 -0.64
O -0.871528 -2.194278 0.119911 0.0 0.0 -0.2 0.04
N 0.400333 -1.330230 1.784584 0.2 0.0 -0.1 0.13
H 1.352212 1.889867 -0.194480 -0.1 0.0 -0.1 0.08
H -0.029636 2.630363 -1.044837 0.1 -0.1 0.0 0.08
H 1.221736 1.763302 -1.960145 -0.1 0.0 0.1 0.08
H -0.723254 0.286011 -1.773144 0.1 0.0 0.1 0.14
H -0.639166 -2.301116 -0.812205 -0.1 -0.1 0.1 0.11
H -0.689093 0.980149 1.212906 0.0 -0.1 -0.1 0.12
H -2.036445 0.190696 0.334285 0.2 0.0 0.0 0.12
H 0.936650 -2.190080 1.737904 -0.1 0.0 0.0 0.09
H 0.999781 -0.572028 2.088280 -0.1 -0.1 0.0 0.09

***

# 5
16
Properties=species:S:1:pos:R:3:forces:R:3:lowdin_charge:R:1 method="wB97M-V/def2-TZVPD" de_lowest_ev=3.5109 gap_ev=9.4 e_homo_ev=-8.80 lumo_energy_ev=0.553 energy_ev=-9876.5498
C -2.418943 -0.194063 -0.782963 -0.6 -0.2 0.2 -0.04
C 0.043410 0.586924 -0.560186 0.8 0.0 0.3 -0.13
O -0.163661 1.562931 0.320423 -0.1 0.0 -0.2 -0.01
C 0.363612 -0.686998 0.196883 0.0 0.0 -0.1 -0.14
C 1.891390 -0.753626 0.333404 0.1 0.0 0.1 -0.55
O 2.542552 -1.715498 -0.013864 -0.1 0.2 0.1 0.06
N 2.433746 0.349695 0.916756 0.1 0.0 0.0 0.17
H -2.479860 -0.106963 0.310766 0.2 0.1 -0.4 0.05
H -2.518917 -1.245463 -1.057466 -0.1 0.1 -0.1 0.04
H -3.213277 0.399643 -1.230578 -0.1 -0.1 0.0 0.03
H -1.475474 0.191390 -1.200812 -0.4 -0.2 -0.1 -0.03
H -0.307932 2.374235 -0.193177 0.1 -0.1 0.2 0.12
H -0.069996 -0.754985 1.205038 0.0 0.2 -0.1 0.13
H 0.069447 -1.567478 -0.381005 0.1 0.3 0.1 0.12
H 3.435095 0.401126 1.017469 -0.1 0.0 0.0 0.11
H 1.868805 1.159128 1.119307 0.2 -0.2 0.0 0.08

***

# 6
16
Properties=species:S:1:pos:R:3:forces:R:3:lowdin_charge:R:1 method="wB97M-V/def2-TZVPD" smiles="CN(C=O)CCO" de_lowest_ev=1.5351 gap_ev=10.1 e_homo_ev=-9.38 lumo_energy_ev=0.679 energy_ev=-9878.5255
C -1.215346 -0.947636 0.567020 -0.2 -0.1 0.1 -0.32
N -0.741201 0.137192 -0.091209 0.5 0.3 -0.3 -0.14
C -1.660666 1.195128 -0.433423 -0.5 0.2 0.0 -0.05
C 0.678572 0.446244 -0.252994 -0.1 -0.8 0.0 -0.14
C 1.570735 -0.798312 -0.249860 0.8 0.3 0.4 -0.24
O 2.110362 -1.066707 1.038396 -0.2 -0.3 0.2 -0.07
O -2.389992 -1.101754 0.833061 -0.2 -0.1 0.0 0.02
H -0.476132 -1.708246 0.841868 0.2 0.2 0.0 0.13
H -1.153097 2.152097 -0.408085 0.2 0.2 0.0 0.08
H -2.092876 1.066371 -1.430583 0.1 -0.1 0.0 0.10
H -2.476140 1.224985 0.283577 -0.1 -0.1 0.0 0.09
H 0.983203 1.093139 0.572600 0.2 0.1 0.1 0.12
H 0.862718 1.013848 -1.168716 -0.4 -0.1 -0.1 0.12
H 1.080304 -1.716808 -0.535095 -0.5 0.0 -0.1 0.11
H 2.387634 -0.706764 -0.965392 0.1 0.4 -0.1 0.11
H 2.531926 -0.282776 1.398837 0.0 0.1 -0.1 0.08

***

# 7
16
Properties=species:S:1:pos:R:3:forces:R:3:lowdin_charge:R:1 method="wB97M-V/def2-TZVPD" smiles="C=CC(N)=O.[H][H].C=O" de_lowest_ev=2.9988 gap_ev=9.9 e_homo_ev=-9.80 lumo_energy_ev=0.126 energy_ev=-9877.0619
N 1.176050 0.263294 1.240612 0.2 0.0 0.0 0.16
C 1.130966 -1.055316 0.905760 0.5 -0.1 0.3 -0.57
O 2.036810 -1.851492 1.111076 -0.2 0.5 -0.1 0.04
C -0.143057 -1.516852 0.336992 -0.4 -0.3 0.2 -0.09
C -1.320955 -1.000464 0.671174 -0.1 -0.4 0.2 0.00
C -1.443057 1.199122 -1.323843 0.2 0.3 0.1 -0.14
O -0.680760 1.921660 -0.725213 -0.2 -0.5 -0.4 -0.06
H 2.093734 0.565012 1.516016 0.1 0.3 0.1 0.11
H 0.603488 0.926880 0.729104 0.2 -0.2 0.1 0.05
H 2.285682 1.312454 -1.349096 0.1 0.0 -0.1 0.05
H -0.031009 -2.436347 -0.226382 -0.2 0.1 -0.2 0.11
H -2.218636 -1.485544 0.311744 -0.2 0.1 0.0 0.07
H -1.438322 -0.194855 1.401382 0.1 -0.1 -0.4 0.08
H -1.155614 0.354326 -1.984144 0.4 0.3 0.2 0.09
H -2.521090 1.349274 -1.246389 -0.4 0.1 0.1 0.08
H 1.625776 1.648848 -1.368788 0.0 0.0 0.0 0.02

***

# 8
16
Properties=species:S:1:pos:R:3:forces:R:3:lowdin_charge:R:1 method="wB97M-V/def2-TZVPD" smiles="C[C@H]1CO1.[H]/N=C/O" de_lowest_ev=2.3393 gap_ev=11.2 e_homo_ev=-10.07 lumo_energy_ev=1.114 energy_ev=-9877.7213
C 0.848880 -0.706828 -1.382192 -0.1 0.0 0.0 -0.05
C 1.277072 -1.177354 -0.022900 0.1 -0.1 -0.1 -0.33
C 1.604239 -0.232589 1.052017 0.2 0.1 0.1 -0.10
O 0.377795 -0.967645 1.061620 -0.2 -0.1 0.4 -0.10
N -1.366476 1.544442 -0.485530 -0.4 -0.1 0.3 0.09
C -2.254066 1.192241 0.354878 -0.1 0.2 -0.2 -0.36
O -2.063136 0.304590 1.324399 0.3 -0.1 0.0 0.03
H 0.102058 -1.379336 -1.817534 0.2 0.0 0.1 0.08
H 1.732432 -0.702166 -2.026175 -0.1 0.1 -0.1 0.08
H 0.391966 0.287420 -1.327828 0.2 -0.2 0.0 0.05
H 1.734181 -2.170941 0.033434 0.0 0.3 -0.1 0.14
H 2.326081 -0.489221 1.830423 -0.3 -0.1 -0.2 0.11
H 1.459570 0.834087 0.893012 0.1 -0.1 -0.2 0.12
H -1.170922 -0.098617 1.239826 0.1 0.0 -0.1 0.07
H -1.712584 2.223620 -1.163831 -0.1 -0.2 0.3 0.05
H -3.287090 1.538295 0.436380 0.1 0.3 -0.3 0.12

***

# 9
16
Properties=species:S:1:pos:R:3:forces:R:3:lowdin_charge:R:1 method="wB97M-V/def2-TZVPD" smiles="C[C@@H](O)CNC=O" de_lowest_ev=1.2337 gap_ev=10.3 e_homo_ev=-9.63 lumo_energy_ev=0.639 energy_ev=-9878.8269
C -2.035627 -0.616651 -0.418104 -0.1 0.0 0.0 -0.05
C -0.527041 -0.502055 -0.495092 -0.1 -0.2 0.1 -0.44
O -0.277034 0.620049 -1.319514 0.2 -0.1 -0.2 -0.03
C 0.125132 -0.341146 0.893765 -0.1 0.0 0.0 -0.14
N 1.519939 0.053231 0.744904 0.1 0.0 -0.2 0.02
C 1.869209 1.291541 0.252697 0.1 0.2 0.1 -0.39
O 1.332338 2.343133 0.504172 0.1 -0.4 0.0 0.05
H -2.350667 -1.538749 0.078076 0.0 0.1 0.0 0.08
H -2.438693 -0.601421 -1.434082 0.0 -0.1 0.2 0.08
H -2.440263 0.245681 0.122934 0.0 -0.1 -0.1 0.09
H -0.104727 -1.407071 -0.967634 -0.1 0.1 0.1 0.14
H 0.651942 0.619963 -1.580678 -0.2 0.0 0.0 0.08
H -0.413109 0.400529 1.491432 0.2 0.0 -0.2 0.13
H 0.094857 -1.295125 1.435475 0.0 0.2 -0.1 0.13
H 2.136738 -0.690041 0.448690 -0.1 0.1 -0.1 0.12
H 2.726010 1.222466 -0.452655 0.2 0.1 0.3 0.13

***

# 10
16
Properties=species:S:1:pos:R:3:forces:R:3:lowdin_charge:R:1 method="wB97M-V/def2-TZVPD" smiles="CCNC(=O)OC" de_lowest_ev=0.4515 gap_ev=10.7 e_homo_ev=-9.73 lumo_energy_ev=0.935 energy_ev=-9879.6091
C -2.248302 0.713258 0.981315 0.0 0.1 0.0 -0.09
C -1.662836 -0.529007 0.311761 -0.1 -0.1 0.1 -0.24
N -0.580210 -0.251373 -0.612492 0.1 0.1 0.0 0.06
C 0.712950 -0.326276 -0.194626 -0.1 -0.1 0.2 -0.59
O 1.087036 -0.761645 0.876523 -0.1 0.1 -0.4 0.08
O 1.548354 0.136576 -1.152127 -0.1 0.0 0.1 -0.04
C 2.929415 0.010971 -0.821706 0.3 0.0 0.0 -0.06
H -1.443436 1.381117 1.305514 -0.1 -0.1 0.0 0.08
H -2.912010 1.272707 0.310733 0.2 -0.1 0.1 0.07
H -2.830089 0.428720 1.865179 0.1 0.0 -0.2 0.07
H -1.236642 -1.187873 1.069998 -0.1 0.0 -0.1 0.11
H -2.442590 -1.087575 -0.218289 0.1 0.1 0.1 0.11
H -0.755857 0.249404 -1.469837 0.0 -0.1 0.1 0.15
H 3.473764 0.491196 -1.635219 -0.1 -0.1 0.1 0.09
H 3.148382 0.502606 0.129060 0.0 -0.1 -0.1 0.09
H 3.212073 -1.042801 -0.745786 0.0 0.1 0.0 0.10

***

# 11
16
Properties=species:S:1:pos:R:3:forces:R:3:lowdin_charge:R:1 method="wB97M-V/def2-TZVPD" smiles="CCC=O.NC=O" de_lowest_ev=0.9306 gap_ev=10.7 e_homo_ev=-9.78 lumo_energy_ev=0.928 energy_ev=-9879.1300
C -1.334448 -1.213828 1.231659 -0.1 0.0 0.0 -0.10
C 0.040776 -0.537454 1.300116 0.0 0.1 -0.1 -0.21
C 1.060498 -1.356255 0.563329 0.2 0.1 -0.2 -0.25
O 1.716828 -0.982201 -0.387930 -0.3 -0.1 0.4 0.02
N 0.829955 1.344546 -1.987646 0.0 -0.1 0.1 0.13
C -0.105740 2.196267 -1.517853 -0.1 0.1 0.1 -0.41
O -0.512978 2.236174 -0.369056 0.2 0.0 -0.4 -0.02
H -1.711091 -1.232065 0.203739 0.1 0.0 0.1 0.08
H -2.057432 -0.664306 1.840398 0.1 -0.1 -0.1 0.08
H -1.296754 -2.246005 1.600144 0.0 0.1 0.0 0.07
H 0.003693 0.475459 0.884761 0.0 -0.2 0.1 0.08
H 0.363965 -0.477742 2.349163 0.0 0.0 -0.1 0.12
H 1.193341 -2.397165 0.930296 0.0 0.1 0.0 0.13
H 1.222673 0.621785 -1.383971 -0.1 0.1 -0.1 0.06
H 1.073664 1.342463 -2.964439 -0.1 0.1 0.1 0.10
H -0.486949 2.890327 -2.292708 0.1 -0.1 0.1 0.12

***

# 12
16
Properties=species:S:1:pos:R:3:forces:R:3:lowdin_charge:R:1 method="wB97M-V/def2-TZVPD" smiles="C[C@@H]1CNC(=O)O1.[H][H]" de_lowest_ev=1.1627 gap_ev=10.9 e_homo_ev=-10.10 lumo_energy_ev=0.841 energy_ev=-9878.8979
C -2.040285 -0.485613 -0.420560 0.0 0.0 0.0 -0.03
C -0.536173 -0.342050 -0.345156 -0.1 -0.2 0.0 -0.36
O -0.164992 1.028993 -0.562711 0.1 0.1 0.0 0.02
C 0.097895 -0.671094 1.011991 -0.1 -0.1 0.0 -0.13
N 1.230285 0.228671 0.966305 0.1 0.2 0.0 0.09
C 0.933024 1.327396 0.187794 0.2 0.2 0.0 -0.61
O 1.515499 2.377329 0.134784 -0.2 -0.4 0.0 0.10
H -2.332053 -1.518433 -0.197675 0.1 0.2 0.0 0.09
H -2.398183 -0.233807 -1.423022 0.0 0.0 0.2 0.09
H -2.524308 0.182315 0.299531 0.1 -0.1 -0.1 0.09
H -0.046331 -0.939116 -1.126030 -0.1 0.1 0.1 0.14
H 1.796125 0.587310 -2.239980 0.1 0.0 0.0 0.05
H -0.590329 -0.440603 1.839993 0.1 0.0 -0.1 0.13
H 0.402058 -1.719317 1.081076 0.0 0.2 0.0 0.13
H 1.831240 0.383809 1.759930 -0.1 0.0 -0.1 0.15
H 2.352681 0.128475 -2.058951 0.0 0.0 0.0 0.06